(1)
Formula: C4H13NO3
Source: OMol25
Level of theory: ωB97M-V/def2-TZVPD

Output
Total charge   0
HOMO level   -9.69 eV
Kohn-Sham gap   10.4 eV
Molecular weight   123.15 g/mol
Largest force on an atom   0.076 hartree/bohr
Lowest unoccupied orbital energy   0.7 eV
Relative energy (zero: lowest compared OMol25 entry of this formula, charge and spin)   2.759 eV

```
21
Properties=species:S:1:pos:R:3:forces:R:3
N 0.587118 0.922529 -1.719733 0.024 -0.212 0.101
C 0.099427 0.459954 -0.383755 2.232 3.169 -0.591
C -0.924116 1.454406 0.200738 -1.233 -2.029 1.493
O -2.148659 0.705256 0.365249 -0.812 0.134 -0.126
C 1.314191 0.385996 0.556649 -1.438 -2.461 1.311
C 0.762575 -0.372823 1.837594 1.934 1.004 -1.419
O 1.605993 -1.482650 2.053589 -0.298 -0.862 1.058
H 1.307102 1.626229 -1.621008 0.542 -0.292 0.457
H -0.095723 1.488798 -2.189834 -0.897 -0.301 -0.402
H -0.303696 -0.547439 -0.472213 -0.190 0.294 0.172
H -1.026458 2.349630 -0.407662 -0.034 0.114 0.140
H -0.776951 1.655081 1.294122 0.726 0.521 -1.169
H -2.814566 0.829408 -0.316011 0.270 0.246 -0.228
H 1.902731 1.206050 0.953440 -0.351 0.827 -0.841
H 1.975368 -0.369552 0.161787 0.515 0.099 -0.531
H -0.179893 -0.816328 1.587257 -0.716 0.045 0.392
H 0.719456 0.393905 2.628593 -0.183 -0.805 0.354
H 2.547192 -1.299775 2.026474 -0.062 0.520 0.022
O -1.053364 -1.900088 -2.484088 -0.061 -0.064 -0.014
H -1.696397 -1.802923 -1.775277 0.027 -0.032 0.020
H -0.237902 -1.519214 -2.139756 0.007 0.085 -0.198
```
Forces are in eV/Å.

These are the Mulliken partial charges, in e, on atoms 1 to 5: -0.642 0.644 -0.667 -0.550 -1.059

***

(2)
Formula: C4H13NO3
Source: OMol25
Level of theory: ωB97M-V/def2-TZVPD

Output
Total charge   0
HOMO level   -9.45 eV
Kohn-Sham gap   9.6 eV
Molecular weight   123.15 g/mol
Largest force on an atom   0.107 hartree/bohr
Lowest unoccupied orbital energy   0.2 eV
Relative energy (zero: lowest compared OMol25 entry of this formula, charge and spin)   2.981 eV

```
21
Properties=species:S:1:pos:R:3:forces:R:3
C -0.494286 0.130456 0.557318 -1.575 -1.912 -1.576
C 0.764679 0.742717 1.228058 -0.193 -4.342 -1.593
N 0.838045 2.142900 1.155095 2.216 1.524 1.312
C 2.246672 2.731004 1.344293 -1.668 -1.052 -5.125
C -0.177537 2.993922 1.514270 0.761 -1.085 -1.065
O 0.005193 4.132685 1.817955 0.234 1.674 0.616
H -1.391566 0.303842 1.185954 0.345 0.194 -0.634
H -0.540010 -1.010038 0.396827 0.947 1.231 1.303
H -0.743614 0.268673 -0.541644 0.479 1.315 1.215
H 1.682436 0.203077 0.682527 -1.717 1.547 1.410
H 0.620190 0.274875 2.236457 0.991 0.780 -0.259
H 2.312430 3.455926 2.061927 0.130 1.344 2.200
H 2.385239 3.262735 0.343624 0.059 -0.195 1.294
H 3.013950 1.971647 1.269970 -0.167 -0.325 0.799
H -1.167230 2.615906 1.354771 -0.845 -0.701 0.106
O -2.521901 -5.848378 -1.157098 1.294 1.360 -3.673
H -1.560387 -6.058394 -1.294495 -1.168 0.010 0.669
H -2.648771 -5.380120 -2.091178 -0.107 -1.349 2.982
O -0.743372 -2.642582 -4.208518 3.162 0.173 3.915
H -0.426167 -2.139765 -3.334242 -1.165 -1.675 -3.067
H -1.453993 -2.151087 -4.521869 -2.014 1.484 -0.830
```
Forces are in eV/Å.

These are the Mulliken partial charges, in e, on atoms 1 to 5: -1.320 -0.154 0.098 -0.977 0.010